{"formula": "C2H4Cl2F8Mg2N4O16S8", "method": "ωB97M-V/def2-TZVPD", "lumo_energy_ev": -7.653, "gap_ev": 2.16, "de_lowest_ev": 12.550, "symbols": ["N", "O", "C", "S", "N", "O", "O", "O", "S", "S", "H", "F", "O", "S", "O", "F", "S", "O", "N", "Mg", "O", "O", "O", "Cl", "S", "O", "O", "F", "F", "S", "Mg", "Cl", "S", "O", "N", "H", "O", "F", "C", "H", "F", "F", "O", "F", "O", "H"], "coordinates": [[13.336, 12.874, 12.289], [17.359, 5.952, 23.096], [7.673, 6.752, 17.749], [16.998, 7.759, 15.041], [17.580, 9.385, 14.800], [17.222, 12.302, 19.402], [19.197, 8.654, 16.706], [15.686, 12.489, 21.412], [13.220, 13.640, 10.688], [16.286, 11.639, 20.340], [7.993, 4.559, 17.370], [17.270, 10.729, 21.169], [13.096, 15.113, 10.576], [11.770, 12.809, 12.354], [15.034, 12.109, 17.646], [17.382, 6.710, 25.259], [19.077, 9.033, 15.303], [20.108, 3.361, 24.916], [15.407, 10.416, 19.793], [15.855, 11.848, 13.901], [19.340, 4.738, 26.828], [19.920, 8.346, 14.342], [16.744, 7.422, 16.467], [9.918, 5.491, 16.788], [14.511, 11.582, 18.857], [10.966, 14.053, 12.084], [12.621, 12.844, 9.615], [11.607, 12.643, 13.945], [14.833, 13.620, 10.526], [18.203, 5.665, 24.296], [15.417, 7.268, 19.859], [8.661, 8.059, 18.594], [19.002, 3.885, 25.699], [13.513, 12.417, 19.525], [17.643, 4.178, 24.981], [6.723, 6.552, 18.246], [17.439, 6.693, 14.135], [19.652, 10.558, 15.280], [8.451, 5.427, 17.845], [8.692, 5.142, 18.869], [13.600, 10.401, 18.338], [15.497, 8.110, 14.601], [19.557, 6.180, 24.300], [18.550, 2.532, 26.426], [11.294, 11.489, 11.911], [7.626, 6.983, 16.685]]}

=====

{"formula": "C23H15AlCl2IN3O2", "method": "ωB97M-V/def2-TZVPD", "total_charge": 2, "lumo_energy_ev": -7.830, "gap_ev": 6.03, "symbols": ["C", "H", "H", "H", "C", "C", "Al", "C", "C", "H", "C", "H", "C", "C", "C", "H", "C", "C", "H", "H", "C", "C", "C", "C", "C", "O", "H", "H", "N", "N", "Cl", "Cl", "I", "H", "C", "H", "N", "C", "H", "H", "C", "C", "H", "O", "C", "C", "C"], "coordinates": [[7.736, 17.919, 4.958], [12.190, 8.892, 3.650], [4.875, 14.166, 4.639], [12.413, 11.500, 8.354], [8.353, 15.592, 5.202], [12.358, 16.542, 5.397], [9.711, 13.351, 5.929], [10.470, 9.445, 4.830], [5.814, 14.639, 4.839], [5.113, 16.706, 4.784], [10.190, 11.846, 4.897], [10.515, 7.280, 4.505], [11.461, 17.625, 5.180], [9.787, 10.576, 5.339], [7.322, 16.507, 5.039], [8.395, 6.953, 5.803], [9.953, 8.116, 4.988], [11.946, 15.245, 5.373], [12.722, 11.840, 6.650], [11.749, 18.653, 5.340], [5.976, 16.001, 4.846], [6.861, 13.772, 4.980], [11.615, 9.711, 4.062], [9.704, 15.972, 5.188], [10.082, 17.333, 5.100], [7.146, 20.121, 4.981], [6.746, 12.680, 4.924], [12.921, 11.098, 3.110], [10.601, 14.966, 5.334], [6.746, 18.952, 4.941], [11.034, 13.292, 7.709], [14.088, 13.193, 8.077], [7.731, 11.779, 7.574], [7.155, 8.948, 6.728], [8.621, 10.336, 6.150], [13.419, 16.760, 5.439], [8.105, 14.231, 5.311], [8.128, 9.044, 6.241], [11.522, 13.053, 3.703], [9.332, 19.350, 4.697], [12.035, 10.971, 3.701], [8.823, 7.952, 5.714], [12.691, 14.441, 5.369], [5.512, 18.726, 4.967], [9.043, 18.324, 4.849], [12.643, 12.289, 7.651], [11.300, 12.081, 4.091]]}

=====

{"formula": "C14H19F3O12", "method": "ωB97M-V/def2-TZVPD", "lumo_energy_ev": 0.460, "gap_ev": 10.71, "de_lowest_ev": 0.000, "symbols": ["O", "C", "C", "H", "H", "C", "H", "H", "C", "C", "C", "O", "C", "H", "O", "F", "C", "H", "O", "C", "O", "O", "C", "H", "H", "F", "O", "C", "F", "O", "H", "H", "H", "O", "H", "O", "C", "H", "C", "H", "O", "H", "C", "H", "H", "O", "H", "H"], "coordinates": [[-1.920, 0.653, 0.944], [-4.263, -1.223, -1.044], [-3.006, -3.916, -3.167], [-2.012, 2.602, 0.534], [3.737, 0.193, 1.111], [2.850, 0.587, 0.628], [7.548, 3.368, 2.465], [1.414, 0.715, 2.211], [-1.144, -0.453, 1.021], [2.030, 1.391, 1.630], [6.724, 2.872, 2.980], [-1.104, -3.378, -4.313], [6.184, 3.735, 4.099], [1.095, 2.345, -0.102], [-0.265, 2.194, 1.489], [7.134, 4.535, 4.638], [4.784, 3.838, 2.343], [-3.655, -3.042, -3.171], [3.826, 4.110, 1.707], [-0.883, -3.199, -2.988], [5.222, 4.532, 3.430], [-6.572, -1.625, -3.520], [-1.235, 1.847, 0.568], [-3.212, -1.472, -0.947], [-2.024, -5.216, -4.584], [-5.539, -2.084, 0.776], [-1.498, -1.528, 0.567], [1.061, 2.391, 0.981], [-3.718, -4.998, -2.752], [-6.326, -2.167, -1.344], [-4.790, -3.314, -0.602], [1.369, 3.387, 1.275], [-2.853, -3.836, -5.345], [5.595, 2.782, 2.104], [3.154, 1.185, -0.222], [-1.934, -3.691, -2.268], [-2.292, -4.164, -4.475], [-0.827, 1.712, -0.433], [-5.926, -1.639, -2.530], [5.693, 3.182, 4.901], [-4.663, -1.151, -2.428], [2.291, -0.265, 0.254], [-5.180, -2.299, -0.511], [-4.454, -0.264, -0.563], [2.672, 1.919, 2.320], [0.072, -2.684, -2.525], [-0.196, -0.349, 1.552], [7.037, 1.883, 3.305]]}

=====

{"formula": "C3H11NO3S", "method": "ωB97M-V/def2-TZVPD", "lumo_energy_ev": -5.364, "gap_ev": 3.39, "de_lowest_ev": 8.658, "symbols": ["H", "S", "H", "O", "H", "H", "H", "H", "C", "H", "N", "O", "H", "C", "H", "H", "O", "C", "H"], "coordinates": [[2.257, 1.628, -0.056], [1.472, 2.731, 0.167], [1.406, -1.656, -2.084], [2.602, -0.399, 0.337], [-1.860, -3.072, 1.100], [-1.279, 1.929, -0.939], [-0.153, 0.466, -1.159], [-0.559, 2.068, 1.475], [-0.691, 1.115, -0.489], [-1.422, -1.118, -1.145], [-2.238, -0.700, -0.682], [1.110, -0.885, -1.567], [2.840, -1.085, 0.966], [-1.901, 0.271, 0.139], [-1.593, -3.531, 1.603], [1.740, -0.861, -0.718], [-2.355, 0.567, 1.223], [0.103, 1.721, 0.684], [0.520, 0.810, 1.146]]}

=====

{"formula": "C3H6N2OS", "method": "ωB97M-V/def2-TZVPD", "lumo_energy_ev": 0.835, "gap_ev": 9.33, "de_lowest_ev": 3.019, "symbols": ["H", "S", "H", "N", "C", "H", "H", "O", "H", "N", "C", "C", "H"], "coordinates": [[1.536, 1.944, -0.412], [2.252, -1.323, 0.105], [-1.445, -1.395, -1.010], [1.374, 1.117, 0.088], [-0.472, 0.075, 0.818], [0.140, -0.071, 1.688], [-2.110, 0.184, -1.125], [-1.685, -0.455, 0.828], [3.327, 0.808, 0.054], [0.059, 0.695, -0.206], [2.398, 0.250, 0.098], [-2.174, -0.735, -0.514], [-3.201, -1.096, -0.411]]}

=====

{"formula": "C50H64Ge2HgO6S5", "method": "ωB97M-V/def2-TZVPD", "total_charge": -1, "s_squared": 0.756, "lumo_energy_ev": [2.326, 2.326], "spin_multiplicity": 2, "gap_ev": [7.51, 7.32], "de_lowest_ev": 0.000, "symbols": ["H", "C", "H", "H", "S", "C", "H", "O", "C", "C", "C", "H", "C", "H", "H", "H", "O", "C", "C", "H", "C", "H", "C", "C", "H", "Ge", "H", "H", "H", "C", "C", "H", "H", "C", "H", "H", "H", "C", "C", "C", "H", "C", "H", "H", "C", "Ge", "C", "H", "H", "S", "H", "H", "H", "C", "C", "H", "C", "C", "H", "H", "C", "C", "H", "S", "H", "Hg", "C", "C", "C", "H", "C", "C", "H", "H", "C", "C", "H", "C", "H", "O", "H", "C", "H", "H", "C", "H", "C", "H", "C", "C", "H", "H", "H", "H", "H", "H", "S", "H", "C", "H", "C", "H", "H", "H", "C", "O", "C", "C", "H", "S", "H", "C", "H", "H", "H", "H", "O", "H", "C", "H", "C", "C", "H", "C", "H", "O", "C", "H"], "coordinates": [[-5.913, -2.183, -1.977], [0.256, -5.528, -0.749], [-3.001, 2.401, 1.615], [-3.099, 0.185, -3.239], [2.242, 0.209, -1.859], [-5.909, -1.124, -1.731], [3.654, -0.667, 2.481], [4.690, 2.479, 1.634], [-2.868, -0.098, 3.058], [2.240, 4.714, -1.093], [3.807, 3.234, -2.874], [1.088, 4.071, -4.479], [-4.446, -1.890, 0.163], [-4.758, -0.236, 4.042], [-2.237, -3.225, 1.355], [1.926, -2.395, -3.621], [4.323, -0.549, 1.797], [-0.763, 5.596, -3.227], [-0.960, 0.217, 4.476], [-3.391, 1.318, -1.917], [2.432, 1.553, 5.406], [5.126, -1.227, 0.209], [-1.308, -4.127, -1.941], [-0.541, -1.037, -3.195], [3.613, 4.024, 2.098], [0.176, -0.390, -1.412], [4.922, -0.103, 6.527], [2.828, 2.824, -3.094], [-1.764, 6.000, -3.084], [-1.497, 0.080, 3.196], [0.296, 2.797, 5.147], [-0.890, -3.841, -5.051], [2.320, -5.144, -1.144], [-4.185, 0.703, 1.105], [1.053, -6.257, 1.091], [1.019, 0.820, -5.877], [1.192, -7.388, -0.252], [-1.945, 1.991, -3.332], [2.611, -0.789, 5.003], [1.300, -4.858, -1.365], [-1.508, 0.229, -6.175], [-3.675, -1.655, 1.296], [2.885, 2.503, 5.652], [2.901, -2.735, -2.191], [0.249, 2.115, -4.352], [-0.307, 0.234, 1.548], [-1.802, 0.224, 5.584], [-2.905, -2.708, -2.006], [-2.752, 3.838, -2.644], [1.470, 1.387, 2.081], [0.318, 3.235, 6.146], [-5.515, -0.573, -2.584], [2.813, -3.921, -3.490], [-3.167, 0.083, 5.440], [-0.843, 1.360, -3.907], [-0.739, 2.641, 4.852], [0.490, 0.305, 4.753], [-0.554, -2.389, -3.522], [0.749, 3.506, 4.456], [1.957, 0.832, -4.388], [-4.050, 2.100, 1.627], [0.248, 3.483, -4.133], [-5.440, 1.252, -0.532], [-1.106, 1.210, -0.374], [-0.375, -7.133, 0.532], [3.082, 1.421, 0.195], [-3.540, -0.349, 1.763], [1.388, 1.460, -5.076], [1.075, 1.516, 5.117], [-2.907, -3.855, -3.340], [1.070, -3.824, -2.263], [-1.236, -0.516, -5.441], [0.374, -2.209, 3.303], [-4.042, 1.662, -3.522], [3.217, 0.415, 5.343], [-0.898, -2.787, -4.810], [-4.563, -2.909, -0.182], [-3.695, -0.093, 4.178], [2.130, 3.741, 2.309], [5.757, 1.424, -0.850], [-0.283, 6.127, -4.048], [2.242, -3.177, -2.935], [2.271, 5.563, -1.770], [4.053, 4.050, -3.547], [-0.870, -0.097, -4.167], [-6.937, -0.798, -1.569], [-0.243, -3.447, -2.537], [-2.591, -2.523, 2.935], [-0.810, 4.119, -3.496], [1.259, -0.862, 4.714], [4.749, -1.084, -1.282], [-1.873, -5.676, -0.587], [2.055, 2.209, -5.499], [1.436, 4.032, -1.358], [-3.813, 0.098, 6.306], [1.306, -2.998, 4.579], [3.835, 3.841, -1.162], [4.559, 2.454, -2.930], [-2.720, -3.748, -2.272], [-0.295, -2.323, 4.931], [-4.937, 0.437, -0.026], [-3.760, -3.606, 2.165], [-4.619, 2.797, 1.016], [-1.364, 0.340, 6.565], [4.686, 0.469, 5.628], [2.750, 4.465, 2.160], [-5.075, -0.859, -0.512], [-1.046, -5.155, -1.051], [-0.190, 5.792, -2.320], [0.108, -1.752, 0.443], [4.864, 0.233, 2.114], [-1.905, 3.362, -3.117], [-3.419, -4.382, -1.733], [3.210, -1.691, 4.955], [2.144, 5.048, -0.062], [5.970, 0.475, -0.755], [5.437, 1.729, 2.424], [6.088, 1.851, -0.053], [0.543, -6.645, 0.211], [-1.525, -2.173, -6.765], [0.626, -2.177, 4.365], [-1.244, -1.857, -5.769], [5.250, 0.047, 4.799], [-3.028, -2.818, 1.985], [5.014, 1.494, 5.768], [5.490, -1.269, -0.692], [-3.193, 1.238, -2.984], [-4.400, 2.164, 2.657]]}

=====

{"formula": "C21H17AgN6O4S", "method": "ωB97M-V/def2-TZVPD", "total_charge": -2, "lumo_energy_ev": 4.308, "gap_ev": 5.31, "de_lowest_ev": 0.536, "symbols": ["H", "H", "C", "H", "C", "N", "C", "Ag", "O", "H", "S", "C", "C", "C", "O", "C", "H", "O", "C", "H", "N", "H", "H", "H", "C", "C", "C", "C", "N", "H", "C", "C", "H", "C", "C", "N", "H", "N", "C", "C", "H", "O", "C", "H", "H", "C", "N", "H", "H", "C"], "coordinates": [[14.872, 9.747, 7.095], [13.543, 8.611, 12.131], [6.959, 13.246, 12.496], [14.804, 10.424, 9.550], [11.201, 14.896, 14.185], [8.267, 8.485, 13.093], [8.170, 12.543, 12.488], [9.969, 9.869, 13.322], [13.764, 11.369, 11.811], [4.795, 13.073, 12.677], [12.464, 11.035, 11.254], [7.125, 9.075, 12.758], [8.312, 7.167, 13.243], [11.510, 10.988, 8.715], [10.845, 8.050, 13.811], [10.727, 12.843, 14.771], [9.271, 6.719, 13.485], [12.493, 6.603, 13.567], [7.076, 10.547, 12.729], [9.103, 13.083, 12.409], [8.216, 11.216, 12.548], [7.245, 5.311, 13.235], [10.615, 11.366, 9.202], [12.257, 7.810, 11.129], [12.470, 8.428, 12.022], [11.888, 7.610, 13.190], [11.529, 10.696, 7.366], [13.932, 10.431, 8.915], [11.825, 9.661, 11.827], [11.740, 10.008, 4.942], [5.976, 6.963, 12.739], [7.183, 6.370, 13.104], [13.115, 8.830, 5.192], [12.741, 10.199, 6.816], [5.825, 11.195, 12.863], [10.235, 11.821, 14.491], [4.958, 10.576, 13.075], [11.360, 13.938, 15.050], [5.765, 12.559, 12.686], [13.949, 10.089, 7.563], [5.034, 8.846, 12.186], [11.382, 12.000, 11.448], [12.687, 10.806, 9.471], [10.656, 10.824, 6.724], [13.433, 10.590, 4.803], [12.770, 9.883, 5.344], [11.114, 15.794, 13.439], [6.989, 14.324, 12.340], [5.067, 6.368, 12.630], [5.941, 8.343, 12.543]]}

=====

{"formula": "C47H46F5N5O3PbSSi", "method": "ωB97M-V/def2-TZVPD", "lumo_energy_ev": 0.358, "gap_ev": 8.41, "de_lowest_ev": 0.000, "symbols": ["C", "H", "C", "H", "C", "H", "C", "H", "H", "C", "C", "H", "C", "F", "F", "C", "C", "C", "S", "N", "C", "H", "H", "H", "C", "C", "C", "C", "C", "H", "C", "H", "C", "C", "C", "H", "C", "H", "H", "F", "C", "C", "H", "H", "C", "C", "C", "H", "C", "H", "C", "C", "C", "O", "H", "H", "H", "H", "N", "H", "Si", "C", "C", "H", "H", "H", "H", "C", "H", "Pb", "H", "H", "O", "H", "H", "H", "C", "H", "C", "N", "C", "C", "C", "H", "F", "N", "C", "H", "C", "H", "C", "H", "H", "C", "H", "H", "H", "H", "F", "C", "C", "O", "H", "N", "C", "H", "H", "C", "C"], "coordinates": [[1.068, -4.059, -6.253], [-1.963, -2.850, -3.076], [1.622, -0.102, 3.761], [-3.766, -3.341, -1.806], [-3.950, -2.895, 0.286], [-1.752, -6.743, -0.108], [-0.484, 0.765, 4.477], [1.685, 6.789, 2.557], [-2.445, -0.414, 2.948], [1.321, 4.579, -1.514], [-0.860, -2.442, 3.590], [-0.616, 4.278, 4.113], [-1.019, -4.984, -1.073], [-2.506, 2.869, -6.521], [-0.084, 2.394, -7.695], [0.078, -4.179, -1.350], [-2.034, -3.505, 5.402], [3.420, 3.043, 0.209], [2.141, 1.031, -3.362], [-1.661, -1.391, -0.100], [0.056, -2.911, -2.207], [1.611, 5.428, -2.125], [1.167, 4.949, -0.506], [4.513, 4.551, -2.645], [-0.929, 6.744, 1.686], [1.325, -4.593, -0.892], [-0.970, -4.844, 3.733], [0.217, -4.849, -5.500], [-0.399, -1.211, 2.795], [2.168, -0.819, 3.169], [0.717, 1.590, -4.226], [-1.181, -1.282, -2.798], [-3.336, -2.841, -0.951], [1.560, 1.772, 5.254], [-0.878, -6.146, -0.333], [0.872, 2.607, 2.643], [1.278, -2.550, -4.399], [-0.760, -5.117, -3.619], [4.682, 2.839, -2.978], [-0.701, 1.750, -2.328], [-2.141, -2.137, -1.099], [2.283, 0.855, 4.509], [1.614, 5.370, 3.606], [-2.613, -3.422, 6.311], [3.962, 3.644, -2.870], [0.232, -0.159, 3.723], [-2.266, -1.404, 1.095], [2.264, -2.283, -6.279], [-3.383, -2.196, 1.335], [2.726, 2.534, 0.868], [1.598, -2.907, -5.698], [0.818, 1.746, -5.615], [-1.607, 2.287, -4.409], [0.953, -1.981, -1.752], [3.362, 0.890, 4.511], [2.454, -6.090, 0.139], [2.066, 2.530, 5.835], [-1.396, 0.403, 1.754], [-0.858, 3.773, 2.142], [-0.714, -5.810, 3.327], [2.678, 3.242, -1.526], [-1.699, -0.558, 2.170], [1.186, 5.837, 2.720], [2.180, -3.972, -1.113], [-1.565, 0.772, 4.481], [-0.202, -5.751, -5.920], [-0.467, 7.718, 1.541], [0.425, -3.336, -3.639], [-0.401, 2.416, 5.831], [0.594, -0.479, -0.145], [0.048, -3.750, 2.191], [-2.094, 4.890, 3.327], [2.005, 1.750, -1.906], [4.345, 2.477, 0.210], [1.393, 5.199, 1.862], [-2.069, -5.644, 5.392], [-0.103, -4.490, -4.204], [0.364, 4.211, -1.871], [0.176, 1.714, 5.242], [-1.219, 2.831, 0.298], [-0.522, 1.874, -3.644], [1.474, -5.771, -0.184], [-0.315, 6.052, 2.899], [3.491, 3.780, -3.840], [1.992, 1.493, -6.205], [-0.137, 2.248, 0.803], [-1.378, -2.264, -2.368], [-0.473, 6.688, 3.775], [-1.473, 2.456, -5.783], [-0.786, 6.159, 0.780], [-1.606, -2.356, 4.758], [-1.997, 6.889, 1.828], [1.316, -4.342, -7.267], [0.367, -6.548, 0.110], [-1.856, -1.396, 5.189], [3.638, 4.016, 0.637], [1.697, -1.660, -3.954], [-3.811, -2.237, 2.323], [-2.780, 2.522, -3.818], [-1.022, 4.721, 3.203], [-0.245, 2.186, -6.386], [0.498, -1.587, 1.841], [-4.850, -3.476, 0.426], [-1.655, 3.729, 1.072], [-1.723, -4.753, 4.889], [0.475, -7.467, 0.669], [-2.002, -4.728, -1.433], [0.090, 2.834, 1.954], [-0.545, -3.698, 3.090]]}